Density functional theory data (ωB97M-V/def2-TZVPD) for C10H30O5S5 as an isolated structure.

The geometry in XYZ format:
```
50
Properties=species:S:1:pos:R:3:forces:R:3
C 3.366 0.335 0.419 0.0 -0.4 -0.3
S 2.598 1.642 -0.734 0.8 0.9 1.9
O 1.166 1.961 -0.273 6.4 -2.4 2.7
C 3.625 3.025 -0.087 0.4 0.1 1.6
H 4.356 0.014 0.094 0.3 0.8 -0.2
H 2.845 -0.615 0.300 -0.3 0.3 0.3
H 3.355 0.551 1.487 -0.1 0.6 -0.2
H 3.558 4.049 -0.455 -0.3 -0.6 -0.9
H 4.677 2.751 -0.012 0.0 -0.3 -0.5
H 3.354 3.165 0.960 -0.4 -0.3 0.2
C -1.767 -0.847 -0.492 5.0 -7.1 -3.6
S -0.187 -0.448 0.360 -1.5 -1.4 -0.8
O 0.249 -1.716 1.073 1.0 3.5 2.1
C 0.793 -0.297 -1.180 1.2 -2.7 0.3
H -1.761 -1.500 -1.365 1.4 -0.9 -0.2
H -2.275 0.081 -0.754 2.1 -1.7 -4.5
H -2.503 -1.327 0.154 1.2 -0.8 -0.4
H 0.537 0.528 -1.845 0.2 -3.4 0.2
H 0.902 -1.267 -1.666 -0.8 0.5 -0.5
H 1.810 -0.206 -0.800 -1.0 -0.3 -0.6
C 1.301 4.455 -1.784 0.4 -1.1 -0.1
S 0.120 3.694 -0.613 -4.6 3.2 -0.4
O -1.109 4.642 -0.591 1.8 -1.2 -0.6
C -0.405 2.196 -1.646 -1.0 1.7 -1.2
H 1.732 5.326 -1.289 -0.4 0.2 -0.2
H 0.915 4.627 -2.789 -0.3 0.3 0.3
H 2.113 3.736 -1.890 0.0 0.2 -0.3
H -0.927 2.534 -2.542 -0.4 0.1 0.1
H -0.974 1.491 -1.039 -0.6 1.0 0.1
H 0.419 1.511 -1.844 -1.0 4.1 -1.4
C 0.175 -5.784 0.761 0.8 0.8 0.6
S 1.394 -4.645 -0.009 -2.0 -1.0 -2.4
O 1.626 -5.304 -1.366 0.7 0.5 1.1
C 0.179 -3.330 -0.465 0.1 -2.1 -1.1
H 0.656 -6.760 0.830 -0.1 0.1 -0.1
H -0.774 -5.807 0.226 0.2 0.0 -0.1
H 0.075 -5.365 1.763 -0.4 -0.2 0.2
H 0.794 -2.526 -0.870 -0.4 -0.8 0.6
H -0.466 -3.033 0.362 0.3 -0.8 -0.8
H -0.413 -3.701 -1.302 0.2 -0.7 -0.1
C -4.173 1.433 2.247 -0.7 -0.9 -0.5
S -3.874 0.022 1.004 -0.2 2.2 3.0
O -2.751 0.545 0.125 -8.1 9.7 8.3
C -3.072 -1.080 2.315 1.0 0.4 -0.3
H -4.602 1.006 3.154 -0.3 0.0 -0.1
H -4.884 2.076 1.728 0.1 0.1 0.2
H -3.285 1.995 2.534 0.3 -0.4 -0.6
H -2.163 -0.602 2.680 0.2 0.5 -0.4
H -2.708 -2.007 1.873 -0.5 -0.1 0.2
H -3.618 -1.219 3.249 -0.8 -0.1 -0.6
```
Forces are in eV/Å.

Output
Net charge = 0
Orbital gap = 7.63 eV
HOMO = -7.39 eV
Energy = -75252.556 eV
Energy relative to the best compared isomer or geometry (same formula, charge and spin) = 1281.1 kJ/mol

The Mulliken scheme yields these atomic charges, measured in e: number 1, C, carries -0.986; number 2, S, carries 0.296; number 3, O, carries -0.410; number 4, C, carries -1.061; number 5, H, carries 0.479; number 6, H, carries 0.295; number 7, H, carries 0.395; number 8, H, carries 0.334; number 9, H, carries 0.438; number 10, H, carries 0.353; number 11, C, carries -1.426; number 12, S, carries 0.709; number 13, O, carries -0.697; number 14, C, carries -1.569; number 15, H, carries 0.312; number 16, H, carries 0.536; number 17, H, carries 0.372; number 18, H, carries 0.486; number 19, H, carries 0.901; number 20, H, carries 0.423; number 21, C, carries -0.864; number 22, S, carries 0.453; number 23, O, carries -0.755; number 24, C, carries -0.140; number 25, H, carries 0.354; number 26, H, carries 0.331; number 27, H, carries 0.238; number 28, H, carries 0.540; number 29, H, carries -0.304; number 30, H, carries 0.101; number 31, C, carries -0.940; number 32, S, carries 0.441; number 33, O, carries -0.669; number 34, C, carries -0.512; number 35, H, carries 0.373; number 36, H, carries 0.268; number 37, H, carries 0.321; number 38, H, carries -0.376; number 39, H, carries 0.189; number 40, H, carries 0.576; number 41, C, carries -0.935; number 42, S, carries 0.373; number 43, O, carries -0.424; number 44, C, carries -1.040; number 45, H, carries 0.394; number 46, H, carries 0.344; number 47, H, carries 0.311; number 48, H, carries 0.340; number 49, H, carries 0.407; number 50, H, carries 0.427



Density functional theory data (ωB97M-V/def2-TZVPD) for C10H31Cl2O7P2ReSbSi3 as an isolated structure.

The geometry in XYZ format:
```
57
Properties=species:S:1:pos:R:3:forces:R:3
Re 0.346 -2.827 1.471 -0.1 -0.1 -0.1
Cl -1.705 -4.034 2.081 0.1 0.0 0.0
C -0.909 -5.629 1.822 0.0 0.0 0.0
Cl 0.772 -5.185 1.353 0.0 0.0 0.0
H -1.398 -6.168 1.018 0.0 0.0 0.0
H -0.891 -6.178 2.758 0.0 0.0 0.0
O 4.268 -1.047 1.414 0.0 0.0 0.0
P 2.923 -1.680 1.898 -0.1 0.0 0.0
O 2.934 -2.750 2.897 0.1 0.1 0.0
O 2.079 -1.998 0.643 0.0 0.0 0.1
O 2.157 -0.319 2.518 0.0 -0.1 0.0
P 0.615 -0.407 2.833 0.0 0.1 0.1
O 0.230 1.023 3.341 0.0 0.0 0.0
O 0.173 -1.570 3.631 0.1 0.0 0.0
O -0.084 -0.578 1.416 -0.2 0.0 -0.1
H 5.043 -1.287 1.943 0.0 0.0 0.0
H 0.068 1.090 4.294 0.0 0.0 0.0
C -3.336 0.533 1.279 0.0 0.0 0.0
Si -2.781 0.327 -0.481 0.0 0.0 0.0
C -3.094 -1.374 -1.166 -0.1 0.0 0.0
C -3.326 1.691 -1.618 0.0 0.0 0.0
Sb -0.186 0.568 -0.320 0.0 0.1 0.1
Si 0.556 3.020 0.308 0.0 0.0 0.0
C 2.222 2.909 1.107 0.0 0.1 0.0
C -0.794 3.725 1.365 0.0 0.0 0.0
C 0.581 3.716 -1.419 0.0 0.0 0.0
Si 1.167 -0.609 -2.245 -0.1 0.1 0.1
C 0.718 -2.409 -2.255 0.1 0.0 0.0
C 2.960 -0.204 -2.071 0.0 0.0 0.0
C 0.325 0.326 -3.623 0.0 0.0 0.0
H -4.424 0.430 1.308 0.0 0.0 0.0
H -3.088 1.519 1.674 0.0 0.0 0.0
H -2.913 -0.221 1.944 0.0 0.0 0.0
H -4.173 -1.551 -1.170 0.0 0.0 0.0
H -2.634 -2.162 -0.566 0.0 0.0 0.0
H -2.744 -1.468 -2.196 0.0 0.0 0.0
H -4.412 1.635 -1.728 0.0 0.0 0.0
H -2.893 1.603 -2.616 0.0 0.0 0.0
H -3.090 2.680 -1.222 0.0 0.0 0.0
H 2.189 2.414 2.076 0.0 0.0 0.0
H 2.579 3.931 1.265 0.0 0.0 0.0
H 2.949 2.398 0.475 0.0 0.0 0.0
H -0.887 3.195 2.312 0.0 0.0 0.0
H -1.761 3.719 0.858 0.0 0.0 0.0
H -0.553 4.768 1.589 0.0 0.0 0.0
H 1.381 3.284 -2.023 0.0 0.0 0.0
H 0.770 4.791 -1.351 0.0 0.0 0.0
H -0.368 3.592 -1.944 0.0 0.0 0.0
H 1.264 -2.960 -1.489 0.0 0.0 0.0
H 1.013 -2.821 -3.225 0.0 0.0 0.0
H -0.355 -2.574 -2.144 0.0 0.0 0.0
H 3.411 -0.663 -1.192 0.0 0.0 0.0
H 3.138 0.873 -2.049 0.0 0.0 0.0
H 3.466 -0.599 -2.958 0.0 0.0 0.0
H -0.744 0.116 -3.690 0.0 0.0 0.0
H 0.778 -0.010 -4.562 0.0 0.0 0.0
H 0.469 1.407 -3.569 0.0 0.0 0.0
```
Forces are in eV/Å.

Output
Net charge = +2
Orbital gap (spin up / spin down) = 8.17 / 7.28 eV
HOMO (spin up / spin down) = -14.58 / -13.90 eV
Energy = -101121.470 eV
2S+1 = 4
Energy relative to the best compared isomer or geometry (same formula, charge and spin) = 12.2 kJ/mol

The Mulliken scheme yields these atomic charges, measured in e: number 1, Re, carries 0.342; number 2, Cl, carries -0.067; number 3, C, carries -0.350; number 4, Cl, carries -0.039; number 5, H, carries 0.366; number 6, H, carries 0.384; number 7, O, carries -0.486; number 8, P, carries 0.819; number 9, O, carries -0.577; number 10, O, carries -0.490; number 11, O, carries -0.173; number 12, P, carries 0.203; number 13, O, carries -0.419; number 14, O, carries -0.588; number 15, O, carries 0.326; number 16, H, carries 0.379; number 17, H, carries 0.370; number 18, C, carries -0.926; number 19, Si, carries 0.296; number 20, C, carries -0.898; number 21, C, carries -0.982; number 22, Sb, carries 0.432; number 23, Si, carries 0.351; number 24, C, carries -0.855; number 25, C, carries -0.956; number 26, C, carries -1.099; number 27, Si, carries 0.554; number 28, C, carries -0.771; number 29, C, carries -0.855; number 30, C, carries -1.030; number 31, H, carries 0.418; number 32, H, carries 0.290; number 33, H, carries 0.221; number 34, H, carries 0.434; number 35, H, carries 0.195; number 36, H, carries 0.307; number 37, H, carries 0.410; number 38, H, carries 0.333; number 39, H, carries 0.300; number 40, H, carries 0.228; number 41, H, carries 0.439; number 42, H, carries 0.305; number 43, H, carries 0.265; number 44, H, carries 0.289; number 45, H, carries 0.447; number 46, H, carries 0.312; number 47, H, carries 0.452; number 48, H, carries 0.347; number 49, H, carries 0.123; number 50, H, carries 0.465; number 51, H, carries 0.242; number 52, H, carries 0.188; number 53, H, carries 0.289; number 54, H, carries 0.409; number 55, H, carries 0.296; number 56, H, carries 0.427; number 57, H, carries 0.308



Question: The lowest energy belongs to which entry?
Answer: C10H31Cl2O7P2ReSbSi3



Question: The highest energy belongs to which entry?
Answer: C10H30O5S5



Question: energy of number 2 (C10H31Cl2O7P2ReSbSi3)?
Answer: -101121.470 eV